[1]
{"formula": "C2H5N3O", "method": "wB97M-V/def2-TZVPD", "elements": ["C", "C", "H", "H", "H", "H", "H", "N", "N", "N", "O"], "coordinates": [[0.68, 1.12, -0.37], [-0.80, -0.60, 0.57], [0.54, -1.86, -1.05], [1.34, 1.41, -1.19], [0.86, 2.81, 0.50], [-0.99, 0.46, 1.05], [-2.17, -2.00, 0.84], [0.60, -0.49, -0.07], [0.51, 1.78, 0.76], [-1.29, -1.73, 0.41], [0.71, -0.90, -1.44]], "spin_multiplicity": 1, "orbital_gap_ev": 9.8436, "e_tot_ha": -318.54105, "de_lowest_kj_mol": 549.9, "smiles": "[H]/N=C/N(O)/C=N/[H]", "homo_energy_ev": -9.27}

***

[2]
{"formula": "C2H5N3O", "method": "wB97M-V/def2-TZVPD", "elements": ["C", "C", "N", "N", "N", "O", "H", "H", "H", "H", "H"], "coordinates": [[-0.13, -0.18, 0.46], [-1.18, 0.47, -0.48], [0.74, 1.03, 0.58], [1.83, 0.76, 0.15], [0.56, -1.17, -0.13], [2.05, -0.38, -0.29], [-0.64, -0.42, 1.35], [-1.92, 1.06, 0.14], [-1.61, -0.41, -1.10], [-0.70, 1.20, -1.22], [1.01, -1.95, 0.53]], "spin_multiplicity": 1, "orbital_gap_ev": 10.5616, "e_tot_ha": -318.54526, "de_lowest_kj_mol": 538.8, "smiles": "C[C@@H]1N=NON1", "homo_energy_ev": -9.77}

***

[3]
{"formula": "C2H5N3O", "method": "wB97M-V/def2-TZVPD", "elements": ["N", "C", "O", "N", "C", "N", "H", "H", "H", "H", "H"], "coordinates": [[0.39, -1.00, -1.59], [0.18, -0.68, -0.27], [-0.85, 0.23, -0.19], [0.75, -1.12, 0.77], [-0.81, 1.20, 0.77], [0.21, 1.90, 1.00], [-0.33, -0.70, -2.23], [0.77, -1.91, -1.77], [1.48, -1.78, 0.54], [-1.80, 1.29, 1.24], [0.01, 2.58, 1.73]], "spin_multiplicity": 1, "orbital_gap_ev": 10.3718, "e_tot_ha": -318.70394, "de_lowest_kj_mol": 122.2, "smiles": "[H]/N=C/O/C(N)=N/[H]", "homo_energy_ev": -9.49}

***

[4]
{"formula": "C2H5N3O2", "method": "wB97M-V/def2-TZVPD", "elements": ["C", "C", "N", "N", "N", "O", "O", "H", "H", "H", "H", "H"], "coordinates": [[2.20, -0.07, 0.26], [-0.69, -0.33, -0.53], [-1.90, -0.17, -0.12], [1.66, -0.64, 1.17], [2.58, 0.73, -0.54], [-2.91, -0.83, 0.04], [-2.07, 1.14, 0.15], [-0.16, 0.58, -0.46], [-0.11, -1.30, -0.73], [0.84, -1.08, 1.24], [-2.94, 1.30, 0.47], [3.49, 0.65, -0.97]], "spin_multiplicity": 1, "orbital_gap_ev": 10.1560, "e_tot_ha": -393.77800, "de_lowest_kj_mol": 633.4, "smiles": "C=[N+]([O-])O.N=C=N", "homo_energy_ev": -9.41}

***

[5]
{"formula": "C2H5N3O2", "method": "wB97M-V/def2-TZVPD", "elements": ["N", "C", "C", "N", "O", "N", "O", "H", "H", "H", "H", "H"], "coordinates": [[0.75, 0.34, 0.00], [2.07, 0.71, 0.00], [0.06, -0.66, -0.01], [-2.09, 0.57, 0.02], [2.93, -0.32, -0.02], [-0.37, -1.77, -0.02], [2.43, 1.85, 0.01], [2.50, -1.18, -0.03], [-1.60, 1.45, 0.04], [-2.68, 0.57, -0.81], [-2.71, 0.54, 0.83], [-1.31, -2.11, -0.01]], "spin_multiplicity": 1, "orbital_gap_ev": 10.6566, "e_tot_ha": -393.94302, "de_lowest_kj_mol": 200.2, "smiles": "N=C=NC(=O)O.N", "homo_energy_ev": -10.13}

***

[6]
{"formula": "C2H5N3O2", "method": "wB97M-V/def2-TZVPD", "elements": ["C", "C", "H", "H", "H", "H", "H", "N", "N", "N", "O", "O"], "coordinates": [[-0.89, -0.78, -0.67], [0.16, 0.75, 0.90], [-2.00, -2.20, -1.52], [-2.91, -1.06, -0.61], [0.86, -0.38, -1.11], [-0.05, 1.37, 1.76], [2.94, 1.09, 1.27], [-2.05, -1.55, -0.78], [0.10, -1.00, -1.45], [1.27, 0.91, 0.33], [-0.93, -0.03, 0.53], [2.21, 1.63, 1.00]], "spin_multiplicity": 1, "orbital_gap_ev": 10.3587, "e_tot_ha": -393.87306, "de_lowest_kj_mol": 383.9, "smiles": "[H]/N=C(/N)O/C=N/O", "homo_energy_ev": -9.55}

***

[7]
{"formula": "C2H5N3O2", "method": "wB97M-V/def2-TZVPD", "elements": ["C", "C", "H", "H", "H", "H", "H", "N", "N", "N", "O", "O"], "coordinates": [[1.30, -0.55, 0.07], [-2.22, -0.17, -0.03], [0.17, 1.80, 0.06], [2.63, 0.83, 0.22], [-0.22, -1.81, -0.20], [-2.88, 0.64, 0.21], [-2.66, -1.18, -0.16], [1.65, 0.76, 0.42], [-0.04, -0.77, -0.13], [-0.96, 0.16, 0.10], [1.05, 1.72, -0.41], [2.17, -1.43, -0.15]], "spin_multiplicity": 1, "orbital_gap_ev": 10.1150, "e_tot_ha": -393.86176, "de_lowest_kj_mol": 413.5, "smiles": "C=NNC(=O)NO", "homo_energy_ev": -9.61}

***

[8]
{"formula": "C2H5N3O2", "method": "wB97M-V/def2-TZVPD", "elements": ["C", "C", "N", "O", "O", "N", "N", "H", "H", "H", "H", "H"], "coordinates": [[0.76, -0.50, 0.28], [-1.16, 0.13, -0.46], [-0.21, 1.20, -0.80], [1.71, -1.43, 0.04], [1.24, 0.44, 1.14], [-0.50, -0.87, 0.13], [-2.39, 0.36, -0.30], [1.25, -2.24, -0.22], [1.92, 0.02, 1.68], [0.76, 1.31, -1.05], [-0.56, 2.09, -0.48], [-2.82, -0.51, 0.04]], "spin_multiplicity": 1, "orbital_gap_ev": 8.5932, "e_tot_ha": -393.88073, "de_lowest_kj_mol": 363.7, "smiles": "[H]/N=C(/N)N=C(O)O", "homo_energy_ev": -8.59}

***

[9]
{"formula": "C2H5N3O2", "method": "wB97M-V/def2-TZVPD", "elements": ["C", "C", "N", "N", "N", "O", "O", "H", "H", "H", "H", "H"], "coordinates": [[0.03, -1.15, 0.05], [-0.56, 0.32, 0.38], [1.58, -1.16, -0.07], [-1.46, 0.86, -0.51], [1.92, 0.04, -0.02], [0.72, 0.98, 0.36], [2.97, 0.53, -0.23], [-0.46, -1.71, 0.99], [-0.43, -1.59, -0.81], [-0.94, 0.34, 1.39], [-1.25, 0.94, -1.39], [-2.11, 1.60, -0.13]], "spin_multiplicity": 1, "orbital_gap_ev": 10.8272, "e_tot_ha": -393.78526, "de_lowest_kj_mol": 614.4, "smiles": "N[C@H]1CN=[N+]([O-])O1", "homo_energy_ev": -10.07}

***

[10]
{"formula": "C2H5N3O2", "method": "wB97M-V/def2-TZVPD", "elements": ["C", "C", "N", "N", "N", "O", "O", "H", "H", "H", "H", "H"], "coordinates": [[-0.49, -0.03, 1.24], [0.30, 0.16, -2.61], [0.40, -0.22, 2.29], [-0.68, -0.15, -1.10], [-0.02, -0.15, 0.01], [-0.37, 0.73, -3.36], [1.33, -0.27, -2.37], [-1.53, 0.15, 1.73], [0.31, 0.38, 3.12], [1.36, -0.49, 2.15], [-1.52, 0.49, -1.02], [0.91, -0.60, -0.07]], "spin_multiplicity": 1, "orbital_gap_ev": [8.4381, 8.4371], "e_tot_ha": -393.87518, "de_lowest_kj_mol": 378.3, "homo_energy_ev": [-8.09, -8.08]}